Computed, not measured: a cluster of 3 separate species, C25H58ClN7O5P3S in total, with ωB97M-V/def2-TZVPD.

Atoms and positions in Å:
O -3.09 -2.42 -0.52
C -2.08 -3.11 -0.82
C -2.31 -4.72 -0.89
C -3.60 -5.13 -1.76
P -3.20 -5.88 -3.48
C -5.02 -5.64 -4.05
C -5.30 -4.26 -4.85
C -6.56 -3.43 -4.23
C -6.12 -2.17 -3.34
S -7.69 -1.53 -2.52
O -7.46 -0.20 -1.86
O -8.77 -1.47 -3.60
Cl -8.38 -3.00 -1.18
N -0.74 -2.48 -1.12
C -0.68 -2.52 -2.62
C -1.87 -1.82 -3.36
C -1.90 -1.86 -4.92
C -0.75 -2.57 -5.68
C 0.42 -3.27 -4.91
C 0.48 -3.25 -3.34
H -2.55 -5.02 0.20
H -1.35 -5.28 -1.23
H -4.34 -4.28 -1.91
H -4.13 -5.97 -1.16
H -2.79 -4.56 -3.92
H -1.84 -6.22 -3.12
H -3.58 -7.24 -3.07
H -2.91 -6.41 -4.82
H -5.30 -6.51 -4.76
H -5.75 -5.73 -3.16
H -5.65 -4.56 -5.91
H -4.39 -3.59 -4.99
H -7.16 -3.00 -5.12
H -7.26 -4.08 -3.60
H -5.34 -2.40 -2.53
H -5.74 -1.27 -3.95
H 0.00 -3.13 -0.82
H -2.72 -1.27 -2.80
H -2.80 -1.36 -5.42
H -0.79 -2.58 -6.83
H 1.27 -3.82 -5.45
H 1.33 -3.75 -2.76
O 2.86 0.44 -1.22
P 1.90 1.56 -1.64
N 3.14 2.76 -1.48
C 3.01 4.15 -1.08
C 4.25 2.63 -2.43
N 1.01 1.48 -0.16
C 0.93 2.56 0.81
C 1.01 0.21 0.55
N 0.75 2.80 -2.20
C -0.66 2.34 -2.21
C 1.01 3.21 -3.60
H 2.56 4.79 -1.85
H 3.99 4.58 -0.85
H 2.45 4.29 -0.16
H 3.96 2.97 -3.43
H 4.58 1.59 -2.52
H 5.12 3.21 -2.11
H 1.89 2.71 1.32
H 0.18 2.35 1.58
H 0.60 3.49 0.35
H 1.95 0.07 1.12
H 0.89 -0.62 -0.14
H 0.18 0.14 1.26
H -0.77 1.43 -2.81
H -1.32 3.11 -2.62
H -1.04 2.14 -1.21
H 1.03 2.35 -4.27
H 1.96 3.74 -3.70
H 0.25 3.92 -3.95
O 2.34 4.20 4.51
P 3.36 3.63 5.50
N 3.39 2.10 4.68
C 3.59 0.77 5.24
C 3.94 2.14 3.32
N 2.21 3.54 6.78
C 1.77 2.31 7.42
C 1.08 4.47 6.73
N 4.59 3.05 6.64
C 4.75 3.93 7.83
C 5.95 3.01 6.04
H 4.63 0.58 5.55
H 3.33 0.00 4.51
H 2.95 0.56 6.09
H 5.03 2.23 3.33
H 3.55 2.99 2.76
H 3.68 1.25 2.75
H 1.15 1.71 6.74
H 1.17 2.52 8.31
H 2.61 1.72 7.78
H 0.31 4.12 6.03
H 1.41 5.47 6.43
H 0.62 4.59 7.72
H 4.97 4.96 7.54
H 5.56 3.57 8.47
H 3.87 3.94 8.47
H 6.22 3.98 5.61
H 6.02 2.27 5.25
H 6.70 2.73 6.78

## Properties
Gap between HOMO and LUMO in eV: 3.99
Highest occupied orbital energy in eV: -3.69
Strongest force on any atom in Eh/bohr: 0.1742
E in hartree: -3628.80248
Net charge: -1